Record 1
The following is a quantum chemistry calculation of a structure of composition C46H36F9N13O2S3SbSr at a distorted geometry, from the Open Molecules 2025 dataset.

Element x y z (Å)
Sr (-0.90931, -0.71599, 2.63333)
F (-0.03769, 4.49668, 1.69749)
C (1.11563, 4.24587, 2.32069)
F (1.45374, 5.38077, 2.98473)
F (2.05623, 4.06044, 1.38805)
C (1.01334, 3.08993, 3.28702)
C (1.34960, 3.30780, 4.60235)
C (1.23775, 2.28410, 5.54490)
C (0.72171, 1.09234, 5.12086)
N (0.39901, 0.83588, 3.83538)
C (0.58301, 1.79136, 2.88409)
S (0.34807, 1.34267, 1.22607)
H (1.69913, 4.28661, 4.90264)
H (1.49247, 2.43891, 6.58429)
H (0.54465, 0.28539, 5.82599)
S (-2.76336, -3.86792, -0.55841)
C (-3.37483, -3.79811, 0.99966)
N (-2.73448, -3.44265, 2.11841)
C (-3.54135, -3.60022, 3.20247)
C (-3.12491, -3.43274, 4.54256)
C (-4.03415, -3.60416, 5.54286)
C (-5.37543, -3.94823, 5.25488)
C (-5.80534, -4.15717, 3.96432)
C (-4.87383, -3.99812, 2.93245)
S (-5.05730, -4.24063, 1.25246)
H (-2.09917, -3.17631, 4.75876)
H (-3.72979, -3.46739, 6.57291)
H (-6.07796, -4.06036, 6.07061)
H (-6.82994, -4.43777, 3.75255)
C (4.65172, 0.47722, 4.12724)
N (3.63530, -0.53751, 3.87204)
C (2.70093, -0.59785, 2.91743)
N (1.88146, -1.60353, 3.14954)
C (2.37842, -2.13436, 4.30223)
N (3.44089, -1.52720, 4.78373)
C (5.45300, 0.92986, 2.92578)
C (6.30180, 2.01793, 3.11408)
C (7.08599, 2.49403, 2.07704)
C (7.00981, 1.91274, 0.82118)
C (6.15233, 0.84098, 0.62128)
C (5.39253, 0.33442, 1.67496)
C (6.02665, 0.28719, -0.72893)
N (6.77102, 0.51331, -1.74941)
N (6.19663, -0.18451, -2.81693)
C (5.15573, -0.76987, -2.34638)
O (4.98138, -0.52736, -1.02396)
C (4.18225, -1.58712, -3.07595)
C (4.39826, -1.80968, -4.42985)
C (3.47697, -2.54794, -5.15507)
C (2.35033, -3.05914, -4.53178)
C (2.13368, -2.84501, -3.17422)
C (0.89163, -3.45213, -2.55964)
N (0.71425, -3.18524, -1.14371)
C (0.16854, -2.12197, -0.54569)
N (0.12923, -2.31232, 0.75124)
C (0.66738, -3.54893, 0.90097)
N (1.04438, -4.12687, -0.21599)
C (3.05286, -2.10724, -2.44466)
H (5.30498, 0.04454, 4.87828)
H (4.16794, 1.34423, 4.57713)
H (2.61545, 0.10267, 2.09433)
H (1.95187, -2.99733, 4.79412)
H (6.34681, 2.49752, 4.08821)
H (7.74575, 3.33723, 2.24338)
H (7.59201, 2.28917, -0.01186)
H (4.75916, -0.52347, 1.49481)
H (5.28240, -1.39395, -4.89851)
H (3.63622, -2.72249, -6.21303)
H (1.62861, -3.63525, -5.10617)
H (0.92780, -4.53356, -2.65140)
H (0.00466, -3.10337, -3.08864)
H (-0.20559, -1.25042, -1.06963)
H (0.78729, -4.02874, 1.85831)
H (2.89961, -1.92731, -1.38659)
F (-2.44847, 0.82120, 2.59883)
Sb (-2.95914, 0.72436, 4.45509)
F (-1.89448, 2.21081, 4.78013)
F (-1.67870, -0.75570, 4.66533)
F (-3.21488, 0.49668, 6.28959)
F (-4.08165, -0.68493, 3.90169)
F (-4.41260, 1.86781, 4.15260)
C (-2.29782, 1.88156, -9.94971)
C (-2.61552, 2.03950, -8.48070)
C (-2.77635, 0.93594, -7.65199)
C (-3.08961, 1.08342, -6.30920)
C (-3.25288, 2.34852, -5.75341)
N (-3.55370, 2.40838, -4.36927)
C (-3.74008, 3.52424, -3.60036)
O (-3.82327, 4.65946, -4.02820)
N (-3.86048, 3.28208, -2.23386)
C (-3.65366, 2.09599, -1.50163)
C (-4.50674, 1.76331, -0.45522)
C (-4.27841, 0.60684, 0.26226)
C (-3.21075, -0.19063, -0.10618)
N (-2.36793, 0.11596, -1.09054)
C (-2.57930, 1.25038, -1.75963)
C (-3.09834, 3.46732, -6.56596)
C (-2.78039, 3.29477, -7.90843)
H (-1.79113, 0.93547, -10.14553)
H (-1.65587, 2.68962, -10.30412)
H (-3.20841, 1.89839, -10.55447)
H (-2.65257, -0.06162, -8.06070)
H (-3.20535, 0.20375, -5.68120)
H (-3.63569, 1.51885, -3.90831)
H (-4.21510, 4.08232, -1.73941)
H (-5.33103, 2.41994, -0.20159)
H (-4.90750, 0.33325, 1.10033)
H (-2.99903, -1.12075, 0.41222)
H (-1.85474, 1.51113, -2.52395)
H (-3.22567, 4.45334, -6.14889)
H (-2.65855, 4.17673, -8.52930)

Calculated values
<S²>: 0.788
2S+1: 2
F_max: 0.117 Eh/bohr
LUMO energy (spin up / spin down): -0.207 / -3.309 eV

Atomic partial charges in e from the Löwdin method, atoms 1 to 5: Sr 1.3117; F 0.1411; C -0.6100; F 0.1101; F 0.1325

=====

Record 2
The following is a quantum chemistry calculation of a structure of composition C21H16NO6PTi, from the Open Molecules 2025 dataset.

Element x y z (Å)
Ti (0.12102, 1.26811, 0.03390)
O (2.79246, 2.96482, -2.73820)
C (1.96179, 2.66532, -1.78295)
O (1.71712, 1.51760, -1.40073)
C (1.29141, 3.80740, -1.10331)
C (1.40518, 5.15536, -1.34770)
C (0.66375, 6.00952, -0.52042)
C (-0.12449, 5.49970, 0.50120)
C (-0.16879, 4.12250, 0.66949)
N (0.51312, 3.32479, -0.13459)
C (-0.92009, 3.33767, 1.73446)
O (-1.59918, 3.87714, 2.55164)
O (-0.66223, 2.03865, 1.60615)
H (3.17534, 2.16139, -3.12937)
H (2.03785, 5.53221, -2.13776)
H (0.71658, 7.07790, -0.67974)
H (-0.69949, 6.13049, 1.16478)
O (-3.32411, 0.64715, -0.34375)
C (-2.30334, 0.31628, -0.87410)
O (-1.32625, 1.18335, -1.21914)
C (-1.98854, -1.14021, -1.19121)
P (-0.20077, -1.54706, -0.95492)
C (-0.23703, -3.36771, -0.96034)
C (-0.37669, -3.98642, -2.20343)
C (-0.43675, -5.36716, -2.29276)
C (-0.33420, -6.14223, -1.14494)
C (-0.17474, -5.53304, 0.08982)
C (-0.12890, -4.14859, 0.18565)
C (0.08209, -1.13795, 0.82095)
C (-0.91134, -1.12299, 1.80509)
C (-0.59556, -0.79038, 3.11569)
C (0.70653, -0.46019, 3.46005)
C (1.70729, -0.44694, 2.49421)
C (1.39771, -0.77849, 1.18108)
H (-2.17607, -1.30521, -2.25637)
H (-2.66587, -1.78692, -0.63695)
H (-0.43622, -3.38861, -3.10633)
H (-0.55447, -5.83877, -3.25909)
H (-0.37419, -7.22085, -1.21524)
H (-0.08892, -6.13445, 0.98505)
H (-0.00985, -3.68816, 1.15842)
H (-1.93510, -1.36240, 1.54561)
H (-1.37382, -0.77541, 3.86651)
H (0.94328, -0.19727, 4.48222)
H (2.72204, -0.18593, 2.76388)
H (2.17244, -0.78398, 0.41745)

Calculated values
<S²>: 0.754
2S+1: 2
F_max: 0.014 Eh/bohr
LUMO energy (spin up / spin down): -4.370 / -4.486 eV
energy above the lowest of the compared OMol25 structures with the same formula, charge and spin: 0.000 eV
total charge: +1

Atomic partial charges in e from the Löwdin method, atoms 1 to 5: Ti 1.1512; O 0.2205; C -0.3949; O 0.0202; C -0.1425

=====

Record 3
The following is a quantum chemistry calculation of a structure of composition C40H51N4O3ReSSbSi at a distorted geometry, from the Open Molecules 2025 dataset.

Element x y z (Å)
Re (0.55833, -1.11241, 0.02774)
N (-1.51507, -8.48555, 1.15775)
C (-0.91176, -7.28949, 1.31113)
C (0.39357, -7.07148, 0.82106)
C (0.99245, -5.84339, 0.94645)
C (0.29931, -4.80784, 1.57390)
C (-0.99663, -4.99257, 2.05885)
C (-1.59131, -6.22369, 1.93798)
S (0.95713, -3.20112, 1.53512)
O (-0.21079, -2.26274, 1.61034)
O (2.03486, -2.90113, 2.41147)
N (1.41763, -2.95128, -0.04197)
C (2.66565, -2.39969, -0.29045)
N (3.81980, -2.95414, -0.05525)
C (4.89738, -2.20867, -0.31261)
C (4.80742, -0.91695, -0.81572)
C (3.54839, -0.39657, -1.04029)
N (2.46676, -1.13994, -0.77859)
H (-1.01655, -9.27694, 0.79246)
H (-2.42311, -8.64967, 1.55382)
H (0.92273, -7.87849, 0.33111)
H (1.99463, -5.67286, 0.56971)
H (-1.52170, -4.17125, 2.52828)
H (-2.58953, -6.38337, 2.32457)
H (5.85019, -2.67763, -0.09959)
H (5.69132, -0.33309, -1.02380)
H (3.38298, 0.59850, -1.43221)
C (1.25773, -2.87741, -3.77602)
C (-0.17597, -3.22030, -3.39116)
C (-0.22272, -4.48042, -2.53709)
C (-1.06463, -3.35046, -4.61904)
Sb (-0.92094, -1.48119, -2.16383)
C (-3.06133, -1.88594, -1.48565)
C (-3.66562, -3.02318, -2.28964)
C (-2.93155, -2.24836, -0.01551)
C (-3.87211, -0.61300, -1.67556)
C (-0.56611, 0.46948, -3.25929)
C (-0.86624, 0.33300, -4.73901)
C (-1.45898, 1.50448, -2.57922)
C (0.89908, 0.80724, -3.00162)
H (1.69746, -3.71474, -4.32494)
H (1.87803, -2.70302, -2.89482)
H (1.30624, -1.99910, -4.42208)
H (0.19498, -5.31089, -3.11443)
H (-1.24187, -4.75151, -2.26305)
H (0.37210, -4.38144, -1.63340)
H (-0.66553, -4.14318, -5.25775)
H (-1.09467, -2.43242, -5.20764)
H (-2.08277, -3.62882, -4.35491)
H (-3.11106, -3.95483, -2.18967)
H (-3.76349, -2.76604, -3.34398)
H (-4.67340, -3.20652, -1.90519)
H (-2.35921, -3.16875, 0.12264)
H (-3.92906, -2.40751, 0.40421)
H (-2.45877, -1.44783, 0.55722)
H (-3.93175, -0.34095, -2.73045)
H (-3.46433, 0.22318, -1.10787)
H (-4.89286, -0.79293, -1.32721)
H (-1.89514, 0.02083, -4.92293)
H (-0.19102, -0.36544, -5.23536)
H (-0.72895, 1.31113, -5.20944)
H (-2.50321, 1.37491, -2.85411)
H (-1.15086, 2.50245, -2.90262)
H (-1.34881, 1.46238, -1.49207)
H (1.58029, 0.07072, -3.43225)
H (1.08443, 0.89280, -1.92417)
H (1.11898, 1.77775, -3.45398)
O (0.18196, 0.66483, 0.82722)
Si (0.64179, 1.65628, 2.03363)
C (2.06448, 2.74024, 1.41926)
C (3.30077, 2.13657, 1.18324)
C (4.43128, 2.89888, 0.92993)
C (4.33192, 4.28363, 0.89995)
C (3.10740, 4.89630, 1.11759)
C (1.97713, 4.12950, 1.37753)
C (-0.72457, 2.72952, 2.75831)
C (-2.04162, 2.71731, 2.30402)
C (-2.98790, 3.55965, 2.87494)
C (-2.62632, 4.41126, 3.90611)
C (-1.31794, 4.42241, 4.37277)
C (-0.37323, 3.58077, 3.80644)
C (1.32650, 0.75377, 3.57438)
C (2.49853, 1.16849, 4.20568)
C (2.91718, 0.55000, 5.37774)
C (2.17347, -0.48408, 5.92669)
C (0.99897, -0.89120, 5.31530)
C (0.57271, -0.26785, 4.14992)
H (3.38407, 1.05444, 1.23932)
H (5.39097, 2.41577, 0.78770)
H (5.21168, 4.88457, 0.71068)
H (3.02719, 5.97547, 1.10017)
H (1.02506, 4.61480, 1.55305)
H (-2.32924, 2.05408, 1.49475)
H (-4.00792, 3.54783, 2.51187)
H (-3.36351, 5.06203, 4.35740)
H (-1.02906, 5.07740, 5.18429)
H (0.64234, 3.58697, 4.18616)
H (3.09470, 1.97357, 3.79689)
H (3.82554, 0.88844, 5.85998)
H (2.50642, -0.96209, 6.83874)
H (0.40406, -1.68573, 5.74949)
H (-0.36614, -0.56964, 3.69910)

Calculated values
<S²>: 0.757
2S+1: 2
F_max: 0.114 Eh/bohr
LUMO energy (spin up / spin down): -7.657 / -7.332 eV
energy above the lowest of the compared OMol25 structures with the same formula, charge and spin: 0.109 eV
total charge: +2

Atomic partial charges in e from the Löwdin method, atoms 1 to 5: Re 1.3803; N 0.1573; C -0.2864; C 0.0005; C -0.0560

=====

Record 4
The following is a quantum chemistry calculation of a structure of composition C12H14B3FO7, from the Open Molecules 2025 dataset.

Element x y z (Å)
C (5.28667, -3.01245, 0.95657)
C (4.49887, -3.07362, 0.05424)
C (3.53896, -2.90159, -1.04025)
B (2.25255, -2.14279, -0.54791)
O (1.88071, -0.91991, -1.08334)
B (0.50696, -0.78767, -0.92110)
O (-0.23759, -1.95256, -1.13773)
B (0.10753, -2.87008, -0.15849)
C (-0.78834, -4.05749, 0.32834)
C (-2.27917, -3.99331, -0.01364)
C (-2.92568, -2.62400, 0.12652)
F (-2.48165, -4.49934, -1.29881)
O (1.38311, -2.69300, 0.40103)
H (5.96768, -2.95030, 1.77028)
H (4.01099, -2.34322, -1.85040)
H (3.27320, -3.88005, -1.45393)
H (0.02489, 0.20862, -0.52956)
H (-0.38372, -4.96495, -0.13621)
H (-0.68510, -4.22375, 1.40218)
H (-2.79842, -4.67914, 0.66214)
H (-2.40183, -2.00459, 0.85465)
H (-2.93822, -2.11457, -0.83588)
H (-3.95907, -2.71896, 0.46047)
C (-1.51313, 3.41179, 0.12074)
C (-0.20459, 3.36606, 0.40307)
C (0.61643, 4.61440, 0.59637)
O (1.79404, 4.47220, 0.86745)
C (-0.03675, 5.90205, 0.44708)
C (-1.34493, 5.94872, 0.16166)
C (-2.17085, 4.70013, -0.00858)
O (-3.35517, 4.83971, -0.24979)
O (-2.01764, 7.08257, 0.00792)
O (0.47319, 2.23095, 0.53604)
H (-2.11131, 2.52215, -0.01744)
H (0.56336, 6.79193, 0.57321)
H (-2.93989, 6.82603, -0.18790)
H (1.39391, 2.49004, 0.74102)

Calculated values
F_max: 0.019 Eh/bohr
LUMO energy: -1.554 eV

Atomic partial charges in e from the Löwdin method, atoms 1 to 5: C 0.1140; C -0.1471; C -0.0576; B -0.5158; O 0.2831

=====

Question: Among the records above, which one has the lowest F_max?
Answer: C21H16NO6PTi